(1)
Entry from the OMol25 dataset: a 2-piece molecular cluster, C29H42F6N4P overall in a non-equilibrium geometry (ωB97M-V/def2-TZVPD).

## Properties
* spin multiplicity: 1
* orbital gap: 4.82 eV
* E_HOMO: -9.33 eV
* charge: +1

Last column: Mulliken charge in e.
Geometry (Å):
C1 -8.7124 -1.9878 -6.9055  -1.2303
N1 -9.1059 -1.0932 -5.8509  0.0759
C2 -9.0653 0.3214 -6.1783  -0.9677
C3 -7.7661 0.8912 -5.7022  1.0632
F1 -7.5927 2.2140 -5.9640  -0.2772
F2 -7.6450 0.7136 -4.3410  -0.2525
F3 -6.7255 0.1994 -6.2809  -0.2727
C4 -9.4370 -1.5338 -4.6110  0.7641
C5 -10.2585 -0.7488 -3.7602  -0.4674
C6 -10.5491 -1.2146 -2.4975  -0.5502
C7 -9.9601 -2.3836 -2.0058  -0.0629
C8 -10.2072 -2.7537 -0.5706  -0.2829
C9 -9.4193 -3.9008 0.0085  0.3079
C10 -10.1046 -4.9121 0.6830  -0.9814
C11 -9.4247 -6.0123 1.1733  -0.8985
C12 -8.0155 -6.0796 1.0751  0.9212
N2 -7.3222 -7.1777 1.4771  0.2445
C13 -5.9337 -7.0976 1.8308  -1.3288
C14 -7.9224 -8.4889 1.6041  -1.0236
C15 -7.7376 -9.2462 0.3241  1.0436
F4 -8.2515 -10.5044 0.3101  -0.2680
F5 -8.3179 -8.5488 -0.7123  -0.2626
F6 -6.3983 -9.3409 0.0237  -0.2735
C16 -7.3146 -5.0000 0.4776  -0.3633
C17 -8.0160 -3.9328 -0.0681  -0.5783
C18 -9.1638 -3.1619 -2.8458  -0.7310
C19 -8.9578 -2.7816 -4.1564  -0.6788
H1 -9.2817 -2.9256 -6.8525  0.4323
H2 -8.9133 -1.4896 -7.8612  0.3220
H3 -7.6418 -2.2382 -6.8458  0.3530
H4 -9.0800 0.4037 -7.2702  0.3457
H5 -9.8590 0.8675 -5.6620  0.2313
H6 -10.7218 0.1635 -4.1356  0.2484
H7 -11.2692 -0.6861 -1.8758  0.6775
H8 -11.2998 -2.9265 -0.3760  0.3782
H9 -11.1830 -4.7980 0.8277  0.3804
H10 -9.9763 -6.8221 1.6328  0.2194
H11 -5.7154 -6.1166 2.2634  0.4605
H12 -5.7282 -7.8620 2.5840  0.3556
H13 -5.2757 -7.2442 0.9630  0.3344
H14 -7.3673 -9.0341 2.3707  0.3528
H15 -8.9952 -8.4318 1.7832  0.2401
H16 -6.2275 -5.0490 0.3723  0.4977
H17 -7.4709 -3.1263 -0.5674  0.5533
H18 -8.7022 -4.0583 -2.4531  0.4741
H19 -8.3950 -3.4344 -4.8157  0.4764
C20 -13.3987 2.7369 0.8590  -1.8128
C21 -12.0768 2.0204 0.6180  1.2917
C22 -12.1128 1.3896 -0.7830  -1.8856
C23 -10.9244 3.0258 0.6520  -1.9669
N3 -11.8563 1.0087 1.6683  0.6296
C24 -12.9766 0.4941 2.4644  -0.4354
C25 -12.3757 -0.4610 3.4754  -0.4490
N4 -10.9249 -0.4593 3.2426  0.6808
C26 -10.0460 -1.3058 4.0769  1.3163
C27 -10.6902 -1.5339 5.4441  -1.8531
C28 -8.7085 -0.5955 4.2575  -2.0269
C29 -9.7941 -2.6848 3.4332  -1.5173
P1 -10.3660 0.8299 2.3677  -0.0481
H20 -9.8222 -1.8968 -0.0532  0.0428
H21 -13.3766 3.1871 1.8614  0.4090
H22 -13.5038 3.5352 0.1047  0.4548
H23 -14.2487 2.0411 0.7711  0.4055
H24 -11.1121 1.0719 -1.1150  0.5536
H25 -12.7894 0.5207 -0.8009  0.4673
H26 -12.4761 2.1218 -1.5298  0.3805
H27 -9.9469 2.5714 0.4435  0.4446
H28 -11.1016 3.8020 -0.0971  0.4218
H29 -10.8738 3.4919 1.6405  0.5036
H30 -13.4154 1.3686 2.9736  0.3505
H31 -13.7456 -0.0119 1.8523  0.2721
H32 -12.5214 -0.0845 4.5021  0.3317
H33 -12.8264 -1.4679 3.3963  0.2996
H34 -11.6106 -2.1342 5.3660  0.3928
H35 -9.9766 -2.0677 6.0942  0.4324
H36 -10.9220 -0.5625 5.9019  0.4383
H37 -8.1680 -0.4642 3.3153  0.4463
H38 -8.8754 0.3919 4.6966  0.5224
H39 -8.0727 -1.1736 4.9342  0.4301
H40 -9.2287 -2.6121 2.4924  0.2062
H41 -9.2016 -3.3287 4.1127  0.4619
H42 -10.7435 -3.1999 3.2209  0.4067

(2)
Entry from the OMol25 dataset: a 5-piece molecular cluster, C29H43BF6N5O20S3 overall (ωB97M-V/def2-TZVPD).

## Properties
* spin multiplicity: 1
* orbital gap: 8.40 eV
* E_HOMO: -12.31 eV
* charge: +1

Last column: Mulliken charge in e.
Geometry (Å):
C1 -5.4496 -0.7412 1.6805  -1.0004
C2 -4.6643 0.2055 0.7808  -0.4051
O1 -3.3055 -0.2649 0.6348  -0.7124
B1 -2.6499 -0.1687 -0.5248  1.3507
O2 -3.0130 0.6259 -1.5636  -0.9770
C3 -1.3535 -1.1628 -0.5920  -0.8138
N1 -0.4455 -1.1762 0.3223  0.2581
C4 -0.3970 -0.2711 1.4808  -2.0648
C5 -0.0391 1.2273 1.2066  1.2119
N2 0.4039 1.7945 2.4679  -0.5999
N3 -1.2573 1.9229 0.7939  -0.4188
N4 0.9456 1.3526 0.1549  -0.2771
C6 0.4955 -2.3206 0.2489  -0.8871
C7 2.0072 -2.1420 0.5465  -0.2795
O3 2.3825 -2.6867 1.5484  -0.5460
N5 2.8894 -1.3823 -0.2465  0.6742
C8 4.0720 -1.0429 0.4698  0.2638
O4 5.1246 -1.5434 0.4468  -0.4684
F1 3.8349 0.0973 1.1804  -0.1123
C9 -0.0395 -3.1630 -0.9634  2.5806
S1 1.2252 -3.8670 -2.0673  -0.2508
S2 -0.9644 -4.5843 -0.2073  -0.1186
C10 -1.0322 -2.1518 -1.6705  -0.5154
C11 -0.4803 -1.3413 -2.8976  -2.5207
C12 0.8802 -0.6912 -2.6872  2.1212
C13 1.1436 0.4910 -3.6460  -1.0417
O5 0.0309 0.7302 -4.5122  -0.3021
C14 -0.1786 2.0597 -4.8365  0.6108
C15 -0.8481 2.8666 -3.7529  -0.7015
O6 0.1344 2.4778 -5.9005  -0.5336
S3 -2.5249 -2.9484 -2.4439  1.5421
O7 -3.0475 -2.0056 -3.3865  -0.6904
O8 -2.1490 -4.2647 -2.8474  -0.6430
C16 -3.9126 -3.0731 -1.1657  0.6861
F2 -4.6817 -2.0024 -1.3473  -0.2980
F3 -3.4496 -3.0520 0.0801  -0.1040
C17 -4.7758 -4.3443 -1.3889  0.6384
F4 -5.0931 -4.4600 -2.6687  -0.2083
F5 -5.8877 -4.2086 -0.6673  -0.2166
F6 -4.1276 -5.4225 -0.9806  -0.2043
H1 -5.8792 -0.2256 2.5380  0.4150
H2 -6.2308 -1.2746 1.1380  0.0734
H3 -4.7705 -1.5021 2.0751  0.2784
H4 -4.6048 1.2001 1.2271  0.5264
H5 -5.1222 0.3242 -0.2013  0.2950
H6 -2.8157 0.3019 -2.4512  0.4082
H7 0.3285 -0.6953 2.1777  0.6885
H8 -1.3782 -0.2838 1.9513  0.5122
H9 0.0743 1.3031 3.2898  0.2795
H10 1.4076 1.9067 2.5202  0.1138
H11 -1.1902 2.2608 -0.1613  0.0614
H12 -1.3649 2.7334 1.3936  0.3208
H13 0.9755 2.3259 -0.1337  0.3326
H14 1.8773 1.1075 0.4716  -0.2265
H15 0.2287 -2.8885 1.1414  0.9980
H16 3.1921 -1.8046 -1.1368  -0.0468
H17 1.6908 -4.7410 -1.1693  0.2538
H18 0.0248 -4.8764 0.6461  0.3407
H19 -1.1904 -0.5406 -3.0832  0.3091
H20 -0.4737 -2.0002 -3.7687  0.9043
H21 0.9663 -0.3011 -1.6715  -0.7270
H22 1.6730 -1.4133 -2.8179  -0.4465
H23 1.3835 1.3886 -3.0667  0.4104
H24 2.0249 0.2736 -4.2534  0.2777
H25 -1.2389 3.7895 -4.1725  0.3837
H26 -0.1140 3.0919 -2.9736  0.2241
H27 -1.6419 2.2836 -3.2839  0.1032
C18 -10.1440 -3.1367 2.2949  -0.3635
C19 -9.4193 -2.1653 1.3805  0.0336
O9 -9.3732 -0.9764 2.1703  -0.3351
C20 -9.4732 -1.3281 3.4795  0.6790
O10 -9.2905 -0.5905 4.3898  -0.5141
O11 -9.7970 -2.6368 3.5895  -0.3345
H28 -9.8133 -4.1665 2.1955  0.2986
H29 -11.2272 -3.0905 2.1757  0.2523
H30 -8.3961 -2.4856 1.1702  -0.0436
H31 -9.9367 -1.9774 0.4437  0.3505
C21 6.2756 3.5786 2.7214  -0.2796
C22 5.4635 2.2965 2.6953  -0.2941
O12 4.1149 2.7931 2.6959  -0.2915
C23 4.1285 4.0608 2.2014  0.7502
O13 3.1512 4.6758 1.9131  -0.5711
O14 5.3867 4.5077 2.0780  -0.3422
H32 7.2088 3.5157 2.1706  0.3284
H33 6.4748 3.9324 3.7316  0.2233
H34 5.6192 1.7275 1.7798  0.1316
H35 5.6323 1.6544 3.5547  0.3873
C24 4.7055 -4.3905 -4.5097  -0.3044
C25 4.9091 -3.3569 -5.6042  -0.3740
O15 4.2525 -2.2034 -5.0446  -0.3345
C26 4.2250 -2.3371 -3.7180  0.5948
O16 3.8797 -1.4714 -2.9598  -0.5615
O17 4.6105 -3.5620 -3.3344  -0.2697
H36 5.5278 -5.0904 -4.4014  0.3083
H37 3.7691 -4.9384 -4.6208  0.2277
H38 5.9590 -3.1110 -5.7599  0.2872
H39 4.4504 -3.6168 -6.5527  0.3087
C27 5.1349 6.7377 4.8468  -0.1372
C28 5.5909 8.1863 4.8648  -0.4190
O18 6.8294 8.1048 5.5774  -0.3293
C29 7.3167 6.8518 5.4634  0.5982
O19 8.3995 6.4998 5.7945  -0.5142
O20 6.3825 6.0338 4.9075  -0.2644
H40 4.5947 6.4616 3.9446  0.2027
H41 4.5435 6.4753 5.7253  0.2380
H42 5.7893 8.5708 3.8636  0.2764
H43 4.9102 8.8554 5.3829  0.3105

(3)
Entry from the OMol25 dataset: C29H43BMgN8O4 as an isolated structure in a non-equilibrium geometry (ωB97M-V/def2-TZVPD).

## Properties
* spin multiplicity: 1
* orbital gap: 9.02 eV
* E_HOMO: -8.92 eV
* energy above the lowest of the compared OMol25 structures with the same formula, charge and spin: 0.0 kJ/mol

Last column: Mulliken charge in e.
Geometry (Å):
Mg1 -0.3064 0.3262 0.0414  1.6411
C1 1.4261 -3.8738 -2.6543  -1.3404
C2 1.0294 -2.4328 -2.6058  0.8074
C3 1.0564 -1.5003 -3.6214  -1.3780
C4 0.5628 -0.3048 -3.0717  -0.4874
N1 0.2720 -0.4888 -1.7860  0.2194
N2 0.5485 -1.8192 -1.5066  0.7473
B1 0.1632 -2.4748 -0.1453  -1.1086
N3 -1.3568 -2.2678 0.1349  0.4985
N4 -1.9326 -1.0054 0.2851  0.4029
C5 -3.2310 -1.2184 0.5109  -0.4252
C6 -3.4950 -2.6003 0.5072  -1.3150
C7 -2.2949 -3.2255 0.2682  0.6395
C8 -2.0079 -4.6892 0.1625  -1.3629
C9 -4.2822 -0.1476 0.7399  2.7181
C10 -3.7177 1.2679 0.6915  -1.7179
C11 -4.9169 -0.3842 2.1163  -1.7232
C12 -5.3589 -0.2919 -0.3432  -1.7268
N5 1.0056 -1.9120 1.0403  0.7399
N6 0.8614 -0.6079 1.4902  0.2401
C13 1.5864 -0.5088 2.6014  -0.5312
C14 2.2213 -1.7347 2.8635  -1.4165
C15 1.8297 -2.5950 1.8591  0.8424
C16 2.1987 -4.0315 1.6675  -1.3619
C17 1.6660 0.7501 3.4402  2.9411
C18 1.5244 0.3741 4.9204  -1.8749
C19 3.0261 1.4216 3.2166  -1.3252
C20 0.5480 1.7260 3.0814  -2.2927
C21 0.3514 1.0055 -3.8026  2.8788
C22 -0.5681 1.9375 -3.0175  -2.0527
C23 -0.2981 0.7187 -5.1621  -1.8544
C24 1.7074 1.6860 -4.0241  -1.5334
H1 1.8373 -4.0962 -3.6380  0.3734
H2 0.5736 -4.5337 -2.4831  0.2186
H3 2.1814 -4.1118 -1.9048  0.2072
H4 1.3742 -1.6781 -4.6377  0.4683
H5 0.3866 -3.6476 -0.2279  -0.0891
H6 -4.4478 -3.0884 0.6605  0.5372
H7 -2.9334 -5.2439 0.3080  0.3985
H8 -1.2903 -5.0167 0.9170  0.2124
H9 -1.6012 -4.9525 -0.8157  0.2148
H10 -2.9511 1.4323 1.4512  0.0973
H11 -4.5265 1.9861 0.8645  0.5837
H12 -3.2622 1.4974 -0.2735  0.1107
H13 -4.1646 -0.2992 2.9069  0.3269
H14 -5.3767 -1.3746 2.1870  0.3351
H15 -5.6923 0.3679 2.2979  0.4512
H16 -4.9274 -0.1405 -1.3376  0.3338
H17 -6.1391 0.4616 -0.1890  0.4450
H18 -5.8279 -1.2804 -0.3208  0.3364
H19 2.8712 -1.9784 3.6903  0.4723
H20 2.9231 -4.3168 2.4289  0.3782
H21 2.6427 -4.2086 0.6876  0.2069
H22 1.3308 -4.6873 1.7587  0.2149
H23 2.2912 -0.3372 5.2421  0.3058
H24 0.5433 -0.0700 5.1153  0.3805
H25 1.6212 1.2751 5.5337  0.4664
H26 3.8446 0.7824 3.5616  0.4014
H27 3.0728 2.3699 3.7640  0.4219
H28 3.1773 1.6321 2.1539  0.0077
H29 -0.4324 1.2365 3.0889  0.2677
H30 0.7008 2.1587 2.0917  0.4965
H31 0.5258 2.5429 3.8072  0.5054
H32 -1.4919 1.4320 -2.7149  0.2623
H33 -0.8377 2.7960 -3.6380  0.5108
H34 -0.0792 2.3123 -2.1176  0.3254
H35 -1.2878 0.2700 -5.0317  0.3697
H36 0.3054 0.0423 -5.7750  0.3119
H37 -0.4167 1.6573 -5.7120  0.4681
H38 2.2202 1.8337 -3.0696  0.0961
H39 1.5648 2.6669 -4.4920  0.4363
H40 2.3514 1.0839 -4.6723  0.3834
O1 3.6051 6.1250 -0.2076  -0.5029
C25 2.3609 5.5643 -0.0792  0.4522
O2 1.4230 6.2795 0.0484  -0.4688
C26 2.3308 4.0711 -0.1168  0.2337
C27 3.4374 3.2690 -0.2714  -1.0801
N7 3.0124 1.9996 -0.2561  -0.4665
N8 1.6877 1.9001 -0.1019  0.0921
C28 1.2422 3.1478 -0.0145  0.1157
C29 -0.2765 3.2587 0.1763  0.5029
O3 -0.8225 4.3275 0.3063  -0.7116
O4 -0.8087 2.0716 0.1922  -0.6623
H41 4.2847 5.4540 -0.3042  0.3136
H42 4.4908 3.4913 -0.3904  0.3099
H43 3.5608 1.1661 -0.3444  0.1325

Among the records above, which one has the highest E_HOMO?
C29H43BMgN8O4

The highest E_HOMO belongs to which entry?
C29H43BMgN8O4

Among the records above, which one has the lowest orbital gap?
C29H42F6N4P

Look up the orbital gap of the first one.
4.82 eV